Record 1
The following is a DFT calculation (the ωB97M-V functional and the def2-TZVPD basis) of one molecule with the formula C5H11N3.

Last column: Mulliken charge in e.
Atoms and positions in Å:
C  2.089  0.772  -0.912  -1.39
C  0.710  0.298  -0.607  0.61
C  0.222  -0.172  0.580  0.22
N  0.739  0.091  1.844  -0.53
N  -0.978  -0.851  0.473  -0.10
C  -2.049  -0.408  1.349  -0.87
N  -1.286  -0.773  -1.169  -0.44
C  -0.335  0.194  -1.688  -0.57
H  2.728  0.743  -0.031  0.32
H  2.553  0.145  -1.679  0.30
H  2.073  1.795  -1.297  0.29
H  0.567  -0.640  2.519  0.24
H  1.690  0.423  1.852  0.19
H  -2.255  0.665  1.254  0.29
H  -1.784  -0.627  2.385  0.32
H  -2.946  -0.977  1.108  0.30
H  -1.005  -1.704  -1.477  0.29
H  -0.837  1.156  -1.865  0.19
H  0.107  -0.131  -2.637  0.35

Force components x, y, z for each atom (eV/Å):
-0.23 0.26 0.10
-0.03 -0.45 0.96
1.15 1.30 -1.90
-0.32 -0.44 0.10
-0.39 -0.51 -2.59
-0.43 0.10 -0.60
-0.60 -0.45 2.85
0.48 0.12 0.65
0.12 0.07 0.01
0.04 -0.01 -0.01
0.18 0.06 0.03
0.22 -0.04 0.01
-0.08 -0.04 -0.03
-0.06 -0.02 0.05
0.08 0.00 -0.12
0.01 0.08 0.02
0.02 0.19 0.48
0.08 -0.05 -0.07
-0.24 -0.18 0.05

2S+1   1
Kohn-Sham gap   8.17 eV
Electronic energy   -361.30803 a.u.
SMILES   CC1=C(N)N(C)NC1
Energy relative to the best compared isomer or geometry (same formula, charge and spin)   51.05 kcal per mole
HOMO level   -7.17 eV



Record 2
The following is a DFT calculation (the ωB97M-V functional and the def2-TZVPD basis) of one molecule with the formula C3H4OS2.

Last column: Mulliken charge in e.
Atoms and positions in Å:
C  1.674  -0.264  -0.341  -0.04
C  0.629  -1.039  -0.264  -0.36
C  -1.278  0.990  0.262  0.03
O  -2.211  1.807  -0.246  -0.45
S  1.624  1.400  -0.135  -0.39
S  -1.122  -0.590  -0.298  -0.01
H  2.619  -0.795  -0.721  0.23
H  0.570  -2.124  -0.581  0.22
H  -0.475  1.416  1.014  0.38
H  -2.433  1.597  -1.265  0.38

Force components x, y, z for each atom (eV/Å):
2.64 0.83 -0.90
-3.83 -3.86 -0.55
2.06 1.14 0.23
-0.02 -0.92 -2.37
0.27 0.71 0.22
1.07 0.35 0.03
-1.31 0.89 0.67
0.55 1.28 0.65
-2.13 -0.71 -1.42
0.70 0.28 3.43

2S+1   1
Kohn-Sham gap   6.62 eV
Electronic energy   -988.20275 a.u.
Energy relative to the best compared isomer or geometry (same formula, charge and spin)   81.23 kcal per mole
HOMO level   -7.65 eV



Record 3
The following is a DFT calculation (the ωB97M-V functional and the def2-TZVPD basis) of C12H29AlN2O4P3 as an isolated structure.

Last column: Löwdin spin population.
Atoms and positions in Å:
Al  -0.150  0.011  -0.450  0.01
P  -2.096  -1.109  0.607  0.03
P  -0.424  2.379  0.051  0.02
N  0.576  -1.745  -0.547  0.22
N  1.621  0.511  -0.961  0.16
H  2.091  -2.613  -1.766  0.01
H  3.537  -0.416  -0.872  0.01
H  2.567  -2.283  -0.079  0.02
C  1.974  -1.902  -0.929  0.02
H  2.725  -0.551  -2.442  0.01
C  2.552  -0.549  -1.350  0.02
H  0.208  -3.805  -0.662  0.00
H  2.980  2.011  -1.507  0.00
C  -0.226  -2.814  -0.453  -0.01
C  1.982  1.794  -1.098  -0.01
C  -1.564  -2.663  -0.114  0.26
C  1.127  2.834  -0.737  0.19
H  -2.213  -3.540  -0.121  0.01
H  1.438  3.865  -0.899  0.01
H  -1.335  3.258  -0.609  0.00
H  -0.289  2.998  1.318  0.01
H  -3.432  -1.012  0.112  0.00
H  -2.229  -1.447  1.989  0.02
H  0.354  0.911  -3.309  0.00
C  -0.687  0.600  -3.437  0.00
C  -1.598  1.790  -3.419  0.00
C  -0.851  -0.293  -4.638  0.00
O  -1.006  -0.236  -2.187  0.00
H  -1.439  2.385  -4.328  0.00
H  -2.646  1.463  -3.422  0.00
H  -1.439  2.457  -2.566  0.00
H  -0.143  -1.132  -4.633  0.00
H  -1.875  -0.686  -4.700  0.00
H  -0.658  0.295  -5.541  0.00
H  -0.987  -1.212  -2.356  0.00
C  1.125  -2.354  2.896  0.00
O  0.643  -1.008  2.683  0.00
P  1.314  0.334  3.460  0.00
O  1.356  -0.159  5.025  0.00
C  0.182  -0.570  5.770  0.00
O  0.047  1.397  3.419  0.00
C  -1.358  1.074  3.375  0.00
H  1.749  -2.667  2.044  0.00
H  0.244  -3.007  2.963  0.00
H  1.715  -2.458  3.823  0.00
H  -0.399  -1.344  5.246  0.00
H  0.579  -0.998  6.695  0.00
H  -0.445  0.300  6.013  0.00
H  -1.691  0.985  2.332  0.00
H  -1.592  0.156  3.934  0.00
H  -1.880  1.918  3.850  0.00

Force components x, y, z for each atom (eV/Å):
0.46 -0.27 -0.72
-0.29 -0.63 -0.02
0.63 1.51 -0.28
0.35 -0.11 0.04
-0.28 -0.73 0.11
-0.19 0.05 0.44
-0.31 0.14 -0.18
-0.30 -0.01 -0.20
0.12 -0.16 0.03
-0.14 0.15 0.31
0.13 0.28 0.14
-0.37 0.40 -0.03
-0.42 0.01 0.15
-0.42 -0.32 0.14
-0.39 1.47 0.24
0.61 -0.88 0.10
1.04 -0.98 -0.48
0.17 0.27 0.01
-0.18 -0.25 0.15
0.05 -0.56 0.45
-0.29 -0.41 -0.09
0.48 0.19 0.38
-0.07 0.31 -0.56
-0.08 -0.16 0.03
0.21 -0.34 0.26
-0.59 0.21 -0.13
-0.09 -0.18 -0.14
0.12 -0.13 0.19
0.05 -0.16 0.22
0.19 0.10 0.00
0.05 -0.21 -0.19
-0.11 0.17 0.03
0.19 0.12 -0.02
-0.03 -0.13 0.13
-0.07 1.07 -0.30
0.03 0.03 0.10
-0.45 0.42 0.04
0.19 -0.18 1.24
-0.58 0.09 -1.21
0.33 -0.02 0.28
-0.18 -0.98 -0.64
0.17 0.27 0.62
-0.18 0.14 0.29
0.28 0.12 0.00
-0.28 0.22 -0.37
0.22 0.28 0.04
-0.23 0.10 -0.16
0.22 -0.27 -0.13
0.03 0.02 0.22
0.07 0.28 -0.33
0.12 -0.33 -0.22

2S+1   2
Kohn-Sham gap (spin up / spin down)   8.37 / 4.06 eV
Electronic energy   -2151.07361 a.u.
Net charge   +2
Energy relative to the best compared isomer or geometry (same formula, charge and spin)   1.65 kcal per mole
HOMO level (spin up / spin down)   -14.68 / -13.84 eV



Record 4
The following is a DFT calculation (the ωB97M-V functional and the def2-TZVPD basis) of one molecule with the formula C18H25N3O5S.

Last column: Mulliken charge in e.
Atoms and positions in Å:
C  3.981  -0.037  -1.008  -1.52
C  2.580  -0.398  -1.455  0.87
O  2.170  -1.538  -1.491  -0.64
N  1.859  0.700  -1.814  0.08
C  0.520  0.794  -2.182  0.20
C  0.031  2.058  -2.515  -0.38
C  -1.285  2.232  -2.885  -0.63
C  -2.144  1.141  -2.897  0.48
S  -3.853  1.298  -3.366  -0.15
C  -4.338  2.840  -2.496  -0.75
C  -3.839  2.768  -1.083  0.70
O  -2.962  3.462  -0.630  -0.64
O  -4.469  1.821  -0.393  -0.31
C  -4.098  1.627  0.967  -0.81
C  -2.860  0.727  1.113  0.83
O  -2.966  -0.417  1.504  -0.71
N  -1.696  1.336  0.795  0.08
C  -0.371  0.813  0.887  0.21
O  0.558  1.552  0.646  -0.70
N  -0.295  -0.466  1.244  0.04
C  0.962  -1.164  1.400  -0.65
C  1.000  -1.921  2.725  -1.04
C  2.247  -2.800  2.901  0.71
C  2.281  -3.947  1.894  -1.50
C  3.533  -1.981  2.815  -1.41
C  -1.667  -0.120  -2.569  -0.98
C  -0.341  -0.300  -2.225  -0.39
H  4.507  0.489  -1.802  0.44
H  3.933  0.608  -0.133  0.36
H  4.526  -0.943  -0.760  0.36
H  2.307  1.596  -1.678  0.21
H  0.690  2.913  -2.478  0.33
H  -1.637  3.215  -3.153  0.37
H  -5.426  2.842  -2.529  0.45
H  -3.932  3.712  -3.006  0.39
H  -3.908  2.597  1.441  0.38
H  -4.947  1.124  1.433  0.35
H  -1.725  2.299  0.463  0.35
H  -1.157  -0.974  1.415  0.38
H  1.092  -1.856  0.563  0.29
H  1.749  -0.410  1.358  0.36
H  0.112  -2.556  2.789  0.40
H  0.951  -1.200  3.544  0.33
H  2.185  -3.233  3.906  0.33
H  3.107  -4.617  2.121  0.45
H  2.417  -3.575  0.882  0.27
H  1.357  -4.520  1.932  0.36
H  4.385  -2.592  3.106  0.48
H  3.488  -1.119  3.477  0.36
H  3.697  -1.635  1.799  0.12
H  -2.341  -0.962  -2.588  0.41
H  0.029  -1.281  -1.982  0.49

Force components x, y, z for each atom (eV/Å):
-0.04 -0.23 0.03
0.44 0.25 0.03
-0.11 -0.26 -0.07
0.13 0.38 -0.11
-0.40 -0.12 -0.19
0.01 -0.08 -0.01
0.19 -0.13 0.01
-0.42 0.04 -0.11
-0.07 0.13 -0.09
0.32 -0.44 -0.25
-0.01 0.40 -0.08
-0.07 0.11 0.04
-0.23 -0.27 -0.12
0.10 0.04 0.44
-0.44 0.36 -0.14
-0.19 -0.37 0.14
0.60 0.30 -0.09
-0.62 0.07 0.03
0.39 0.36 0.03
-0.10 -0.55 0.19
0.15 -0.13 0.09
0.20 0.02 -0.07
-0.08 0.03 -0.06
-0.01 0.11 0.24
-0.21 -0.17 0.17
-0.13 0.31 -0.06
0.24 -0.16 0.02
0.06 0.08 -0.04
0.03 0.09 0.08
-0.03 -0.01 -0.01
-0.01 -0.22 0.07
0.10 0.10 0.02
-0.03 0.09 -0.01
0.00 0.06 0.02
-0.07 -0.01 0.19
-0.08 -0.14 -0.04
0.24 0.05 -0.06
-0.05 -0.24 0.07
0.01 0.25 -0.05
0.08 0.14 0.07
0.00 -0.11 -0.06
-0.08 -0.02 0.06
-0.08 0.02 0.03
0.00 0.04 -0.06
0.08 -0.11 -0.03
0.02 0.01 -0.17
-0.10 -0.12 -0.05
0.13 -0.02 -0.01
0.06 0.15 0.06
0.08 0.09 -0.16
-0.06 -0.11 0.06
0.03 -0.03 0.01

2S+1   1
Kohn-Sham gap   8.70 eV
Electronic energy   -1639.66426 a.u.
SMILES   CC(=O)Nc1ccc(SCC(=O)OCC(=O)NC(=O)NCCC(C)C)cc1
Energy relative to the best compared isomer or geometry (same formula, charge and spin)   0.00 kcal per mole
HOMO level   -8.09 eV



Record 5
The following is a DFT calculation (the ωB97M-V functional and the def2-TZVPD basis) of C21H42NO24Tl as an isolated structure.

Last column: Mulliken charge in e.
Atoms and positions in Å:
Tl  -6.611  -2.632  -2.752  1.00
N  -1.028  -0.927  -0.966  1.20
O  0.192  -0.730  -1.027  -0.34
O  -1.847  -0.099  -1.260  -0.34
O  -1.507  -2.017  -0.819  -0.33
C  8.034  3.115  1.313  -0.70
O  8.179  3.907  2.445  -0.25
C  9.419  4.257  2.891  0.72
O  10.484  3.789  2.575  -0.47
O  9.220  5.149  3.878  -0.27
C  10.272  5.860  4.583  -0.61
H  6.990  2.875  1.113  0.26
H  8.557  2.173  1.149  0.30
H  8.231  3.825  0.510  0.33
H  10.901  5.224  5.205  0.30
H  9.873  6.506  5.365  0.25
H  10.867  6.416  3.859  0.30
C  -4.794  0.749  4.512  -0.65
O  -5.832  -0.037  5.021  -0.25
C  -6.228  -1.255  4.553  0.73
O  -6.056  -1.766  3.445  -0.55
O  -6.970  -1.816  5.563  -0.26
C  -7.367  -3.193  5.588  -0.60
H  -3.788  0.337  4.586  0.30
H  -4.687  1.579  5.210  0.27
H  -4.985  1.215  3.546  0.28
H  -6.582  -3.823  5.171  0.30
H  -8.256  -3.340  4.975  0.27
H  -7.645  -3.479  6.602  0.24
C  10.236  -0.212  -4.353  -0.65
O  9.464  -1.320  -4.677  -0.28
C  8.226  -1.232  -5.054  0.90
O  7.581  -0.212  -5.452  -0.51
O  7.633  -2.405  -4.982  -0.29
C  6.205  -2.395  -5.165  -0.76
H  9.984  0.060  -3.328  0.29
H  10.123  0.607  -5.063  0.31
H  11.302  -0.385  -4.202  0.26
H  5.546  -2.250  -4.310  0.31
H  5.837  -3.383  -5.442  0.32
H  5.780  -1.851  -6.009  0.32
C  -1.583  -8.233  1.492  -0.64
O  -2.663  -9.046  2.047  -0.29
C  -3.914  -8.908  1.559  0.77
O  -4.223  -8.010  0.802  -0.55
O  -4.732  -9.920  2.030  -0.27
C  -5.965  -10.125  1.537  -0.69
H  -1.495  -7.302  2.053  0.28
H  -1.676  -7.970  0.439  0.30
H  -0.648  -8.780  1.620  0.26
H  -6.185  -11.193  1.540  0.27
H  -5.959  -9.930  0.464  0.32
H  -6.758  -9.533  1.994  0.28
C  -9.763  3.205  1.778  -0.65
O  -9.188  4.276  1.068  -0.28
C  -8.346  4.027  0.120  0.88
O  -7.973  2.885  -0.253  -0.63
O  -7.983  5.183  -0.401  -0.29
C  -7.180  5.269  -1.558  -0.63
H  -10.797  3.398  2.061  0.25
H  -9.259  3.195  2.744  0.27
H  -9.706  2.258  1.241  0.32
H  -6.900  6.310  -1.719  0.24
H  -7.734  4.865  -2.406  0.29
H  -6.249  4.702  -1.551  0.28
C  2.134  5.775  2.609  -0.66
O  2.588  7.029  3.116  -0.29
C  2.098  8.202  2.617  0.81
O  1.267  8.364  1.682  -0.50
O  2.664  9.193  3.213  -0.28
C  3.865  9.267  4.027  -0.60
H  1.051  5.733  2.488  0.30
H  2.463  4.946  3.235  0.26
H  2.407  5.602  1.568  0.30
H  3.750  8.658  4.923  0.29
H  3.997  10.268  4.438  0.27
H  4.773  8.894  3.553  0.31
C  -1.145  -1.993  -8.236  -0.62
O  -0.471  -3.292  -8.004  -0.28
C  -0.967  -4.108  -7.067  0.80
O  -1.831  -3.792  -6.228  -0.59
O  -0.288  -5.298  -7.044  -0.29
C  -0.577  -6.323  -6.092  -0.64
H  -0.492  -1.473  -8.936  0.25
H  -1.218  -1.304  -7.394  0.29
H  -2.173  -2.122  -8.574  0.29
H  -1.588  -6.227  -5.694  0.30
H  0.041  -6.183  -5.206  0.27
H  -0.421  -7.324  -6.493  0.25

Force components x, y, z for each atom (eV/Å):
-0.04 -0.01 0.03
2.23 0.04 -1.72
-1.42 -0.04 0.67
-0.74 2.37 -0.01
-0.02 -2.35 1.06
-0.51 0.47 -2.69
0.98 0.24 1.99
-0.10 -0.22 1.13
-0.72 0.31 -0.38
-0.46 0.26 0.18
0.62 -0.50 -0.18
-0.24 0.13 0.92
0.66 0.30 0.82
0.49 -0.52 -0.63
0.14 -0.63 -0.65
-0.86 0.18 -0.71
0.00 -0.02 0.21
0.98 1.27 0.02
-0.94 -1.84 0.08
-0.64 -1.00 -0.38
0.15 1.27 2.16
1.01 1.18 -0.37
-0.13 -0.15 -1.14
-0.24 -0.85 -0.46
-0.52 0.09 0.10
-0.13 -0.50 -0.19
0.06 -0.01 0.25
-0.02 0.14 -0.12
0.44 0.39 0.01
0.64 2.09 1.12
0.20 -1.71 -0.42
-2.57 2.86 -1.19
2.36 -2.18 1.31
-0.92 -0.30 0.21
-1.82 -1.34 -0.99
-0.56 0.58 -0.13
-0.21 -0.05 0.17
-0.09 -1.05 -0.87
0.98 0.88 0.63
1.10 -0.60 0.00
0.90 0.81 0.16
-0.23 0.23 0.28
-0.39 -0.44 -0.35
-0.06 0.08 -0.33
-0.38 -0.93 0.51
4.65 1.68 1.31
-2.34 -0.35 -2.55
-0.21 -0.05 0.10
-0.53 -0.33 0.06
-0.36 -0.27 0.17
-0.03 0.02 0.74
-0.24 0.47 -0.18
0.11 -0.07 0.24
-0.20 -0.69 1.27
-0.99 0.72 0.38
1.36 -2.85 -1.87
-0.66 2.76 0.70
0.23 0.47 0.44
0.43 -0.56 -1.06
-0.04 0.46 -0.65
0.27 -0.56 -0.08
0.23 0.18 0.10
-0.44 -0.06 0.18
-0.13 0.29 -0.10
-0.04 -0.20 0.68
-1.09 -0.30 -1.17
-0.61 0.36 -0.52
-0.65 -1.28 -1.85
2.24 -1.02 2.90
0.38 2.34 0.18
-0.13 -1.20 1.08
-0.22 0.28 0.72
0.21 0.52 0.13
0.84 0.20 0.07
-0.30 -0.30 -0.11
-0.36 0.17 -0.86
-0.32 0.23 -0.56
0.31 -0.18 0.19
-0.77 0.06 0.38
-0.63 -0.05 2.50
1.47 -0.71 -1.95
-0.36 1.39 -1.21
-0.68 0.57 1.19
-0.31 -0.45 -0.31
0.34 -0.68 0.65
0.29 -0.32 -0.36
-0.20 -0.04 -0.42
0.39 -0.01 -0.19
0.09 0.44 -0.42

2S+1   1
Kohn-Sham gap   1.17 eV
Electronic energy   -2857.27263 a.u.
Net charge   +2
Energy relative to the best compared isomer or geometry (same formula, charge and spin)   134.31 kcal per mole
HOMO level   -13.58 eV



Among the records above, which one has the lowest electronic energy? C21H42NO24Tl